Entry from the Open Molecules 2025 dataset: a molecular structure, CHF3MgNO3S2Yb in a non-equilibrium geometry (ωB97M-V with the def2-TZVPD basis set).

* HOMO level (spin up / spin down): -16.33 / -16.28 eV
* total charge: +2
* spin multiplicity: 2
* ⟨S²⟩: 0.754
* ΔE to the lowest compared entry with this formula, charge and spin: 25.4 kJ/mol

The geometry in XYZ format:
```
13
Properties=species:S:1:pos:R:3:nbo_charge:R:1
Mg 1.38747 2.12980 1.42051 1.760
N -0.08916 -0.17499 -0.03387 -1.296
S 1.45833 -0.18005 -0.47581 1.387
O 2.30470 0.91060 0.22980 -1.117
S -0.76189 1.02612 1.05431 0.192
O -2.41824 1.53572 -0.18943 -0.781
C 1.98456 -1.66297 0.55267 0.795
F 1.35196 -2.73436 0.10328 -0.290
F 1.66886 -1.46076 1.82259 -0.299
F 3.29033 -1.82927 0.43624 -0.273
Yb -2.19490 -0.29172 -1.29897 2.450
O -3.96419 0.96734 -1.54395 -1.039
H -4.01782 1.76455 -2.07737 0.510
```